No. 1
DFT (ωB97M-V/def2-TZVPD) results for a molecular structure, C3H4OS2.

Geometry as XYZ:
```
10
Properties=species:S:1:pos:R:3:forces:R:3
C 0.4603 -0.7821 0.6086 -0.5 3.0 -1.1
C -0.9322 -0.3686 -0.1005 5.1 3.2 -0.6
C -1.0669 1.0791 -0.7251 1.4 3.8 4.1
H 3.0339 0.7352 0.5368 -1.9 -2.7 -2.0
H 0.2571 -1.7886 0.9469 0.5 0.0 0.6
H 0.6954 0.0828 1.3300 -0.5 -1.9 -0.6
H -1.7152 1.0843 -2.0151 2.0 0.5 4.1
O -0.6638 2.0584 0.1700 -3.0 -5.9 -6.8
S 2.0052 -0.7349 -0.5327 0.4 2.6 2.7
S -2.0737 -1.3657 -0.2189 -3.5 -2.6 -0.4
```
Forces are in eV/Å.

For the energy, the calculation gives -26886.8571 eV. As for the orbital gap: 7.694 eV. The spin multiplicity is 1. For the energy above the lowest of the compared OMol25 structures with the same formula, charge and spin, the calculation gives 678.5 kJ/mol. Its LUMO energy is -1.583 eV.

***

No. 2
DFT (ωB97M-V/def2-TZVPD) results for C3H4P2 in the gas phase.

Geometry as XYZ:
```
9
Properties=species:S:1:pos:R:3:forces:R:3
C 0.4832 0.9756 -0.6824 1.7 1.0 -1.5
C -0.9750 -0.7326 0.3477 2.0 0.7 2.4
C -0.2168 0.5366 0.4656 -1.3 0.5 -0.3
P 1.6558 0.3108 0.7739 -0.6 1.2 -0.2
P 0.6632 -1.4412 0.9966 -0.1 -1.9 0.1
H 0.6157 0.3589 -1.6089 -0.6 0.4 0.5
H 0.7361 2.0852 -0.8732 -0.4 -1.9 0.8
H -1.6350 -1.0426 1.1514 -0.1 0.2 0.2
H -1.3273 -1.0506 -0.5707 -0.6 -0.1 -2.0
```
Forces are in eV/Å.

For the energy, the calculation gives -21749.2599 eV. As for the SMILES: C1P2#P3CC123. As for the orbital gap: 7.231 eV. The spin multiplicity is 1. For the energy above the lowest of the compared OMol25 structures with the same formula, charge and spin, the calculation gives 189.6 kJ/mol. Its LUMO energy is -0.519 eV.

***

No. 3
DFT (ωB97M-V/def2-TZVPD) results for C3H4P2 in the gas phase.

Geometry as XYZ:
```
9
Properties=species:S:1:pos:R:3:forces:R:3
C -0.3746 -0.7344 -0.3337 -0.7 0.4 -0.3
C -0.3739 0.4850 0.1833 1.0 -1.9 -0.5
C 0.8646 0.9057 0.9447 -0.7 -4.7 -0.1
P -0.7286 -2.9034 -2.7132 0.2 -0.6 -0.6
P -1.4181 -1.6082 -1.4850 0.1 0.7 0.8
H -1.1533 1.1840 0.0572 -0.9 0.8 -0.3
H 1.2132 -0.1148 1.4626 0.0 2.5 -1.3
H 0.4656 1.4833 1.6878 0.0 2.2 2.0
H 1.5051 1.3027 0.1963 1.1 0.7 0.1
```
Forces are in eV/Å.

For the energy, the calculation gives -21748.4010 eV. As for the SMILES: CC=C=P#P. As for the orbital gap (spin up / spin down): 7.049 / 6.783 eV. The spin multiplicity is 1. For the energy above the lowest of the compared OMol25 structures with the same formula, charge and spin, the calculation gives 272.5 kJ/mol. Its LUMO energy (spin up / spin down) is -1.106 / -1.385 eV.

***

No. 4
DFT (ωB97M-V/def2-TZVPD) results for 2 unconnected molecules or ions with the total composition C3H4P2.

Geometry as XYZ:
```
9
Properties=species:S:1:pos:R:3:forces:R:3
C -0.0625 1.2826 -0.7255 0.6 0.4 0.1
C -0.3072 -1.2905 0.3727 -1.6 -0.4 3.2
C -0.0138 0.0755 0.1019 -0.8 0.5 -0.6
P 1.3915 1.0190 0.5954 -0.9 -0.2 0.1
P 1.4098 -1.1323 -0.2206 0.4 -0.4 -0.9
H 0.1578 1.3589 -1.7544 1.0 -1.1 -1.2
H -0.7522 2.1060 -0.6868 -0.7 0.1 1.6
H -0.6160 -1.5489 2.3331 0.4 0.3 -2.5
H -1.2073 -1.8703 -0.0159 1.7 0.9 0.2
```
Forces are in eV/Å.

For the energy, the calculation gives -21746.1599 eV. As for the orbital gap (spin up / spin down): 7.124 / 6.810 eV. The spin multiplicity is 1. For the energy above the lowest of the compared OMol25 structures with the same formula, charge and spin, the calculation gives 488.7 kJ/mol. Its LUMO energy (spin up / spin down) is -0.635 / -0.621 eV.

***

No. 5
DFT (ωB97M-V/def2-TZVPD) results for 2 unconnected molecules or ions with the total composition C3H4P2.

Geometry as XYZ:
```
9
Properties=species:S:1:pos:R:3:forces:R:3
C -1.0689 -0.8753 0.1330 0.6 1.0 0.7
C 0.5776 1.1133 -0.2164 -2.4 2.5 0.7
C -0.2212 0.1305 0.0272 -1.6 -1.1 0.4
P -4.2994 0.7883 0.1969 -0.2 -0.3 -0.1
P -5.2548 -0.7792 -0.1983 0.2 0.3 0.1
H -1.3548 -1.3783 1.0743 0.3 0.4 -0.7
H -1.5852 -1.0943 -0.7738 -0.4 -0.6 -0.4
H 0.3014 2.2240 -0.1874 0.3 -1.9 0.0
H 1.5416 0.8496 -0.3687 3.1 -0.4 -0.7
```
Forces are in eV/Å.

For the energy, the calculation gives -21750.1761 eV. As for the orbital gap: 9.150 eV. The spin multiplicity is 1. For the energy above the lowest of the compared OMol25 structures with the same formula, charge and spin, the calculation gives 101.2 kJ/mol. Its LUMO energy is -0.474 eV.

***

No. 6
DFT (ωB97M-V/def2-TZVPD) results for C3H4S in the gas phase.

Geometry as XYZ:
```
8
Properties=species:S:1:pos:R:3:forces:R:3
C -0.8954 0.4006 -0.2468 -1.3 1.2 0.9
C 0.1909 0.6655 -0.8530 1.6 -0.8 1.2
C 0.2291 0.4055 0.7349 -1.0 -4.5 -5.4
S 0.6311 -1.4619 1.1626 0.1 1.3 0.4
H -1.9603 0.3350 -0.3376 -0.2 -0.4 0.1
H 0.7686 0.5589 -1.7569 0.0 0.4 0.1
H 0.4681 1.1688 1.3549 0.8 1.8 2.2
H 0.5677 -2.0723 -0.0581 -0.1 0.9 0.3
```
Forces are in eV/Å.

For the energy, the calculation gives -14007.4327 eV. As for the SMILES: SC1C=C1. As for the orbital gap: 9.801 eV. The spin multiplicity is 1. For the energy above the lowest of the compared OMol25 structures with the same formula, charge and spin, the calculation gives 207.1 kJ/mol. Its LUMO energy is 1.045 eV.

***

No. 7
DFT (ωB97M-V/def2-TZVPD) results for C3H4S in the gas phase.

Geometry as XYZ:
```
8
Properties=species:S:1:pos:R:3:forces:R:3
C -0.5903 -0.4088 0.0986 -0.7 1.4 -0.8
C -0.3983 0.8860 0.8224 -0.7 -2.9 -1.5
C -0.6471 1.6149 1.7198 0.3 1.1 1.1
H 1.5906 0.1474 -0.7911 -0.5 -0.4 -0.1
H -0.7326 -1.1776 0.8251 0.6 -0.6 0.6
H -1.6073 -0.3902 -0.3697 1.0 0.3 -0.2
H -0.7206 2.1422 2.6179 -0.1 0.8 0.5
S 0.7053 -0.8297 -1.1329 0.1 0.4 0.3
```
Forces are in eV/Å.

For the energy, the calculation gives -14008.4300 eV. As for the SMILES: C#CCS. As for the orbital gap: 10.109 eV. The spin multiplicity is 1. For the energy above the lowest of the compared OMol25 structures with the same formula, charge and spin, the calculation gives 110.9 kJ/mol. Its LUMO energy is 0.828 eV.

***

No. 8
DFT (ωB97M-V/def2-TZVPD) results for a molecular structure, C3H4S2.

Geometry as XYZ:
```
9
Properties=species:S:1:pos:R:3:forces:R:3
C 1.1653 -0.3909 0.9675 -2.7 -0.1 -3.4
C 0.2350 0.3176 -0.0048 3.5 1.4 2.7
C -1.0688 0.0780 -0.5440 -3.4 0.3 1.0
S 1.4924 -1.4580 -0.2566 0.9 -0.6 0.5
S 1.2208 1.6810 -0.1807 -0.4 -0.3 0.2
H 1.3695 -0.3986 2.0148 0.1 0.5 0.4
H -1.2115 0.5777 -1.4915 0.4 -0.4 -0.6
H -1.9625 0.5887 0.0394 2.0 -1.0 -0.4
H -1.2403 -0.9955 -0.5440 -0.4 0.1 -0.4
```
Forces are in eV/Å.

For the energy, the calculation gives -24843.1998 eV. As for the orbital gap (spin up / spin down): 7.604 / 7.605 eV. The spin multiplicity is 1. For the energy above the lowest of the compared OMol25 structures with the same formula, charge and spin, the calculation gives 235.6 kJ/mol. Its LUMO energy (spin up / spin down) is -0.679 / -0.679 eV.

***

No. 9
DFT (ωB97M-V/def2-TZVPD) results for C3H4S2 in the gas phase.

Geometry as XYZ:
```
9
Properties=species:S:1:pos:R:3:forces:R:3
C -0.9299 1.3946 0.1358 1.0 0.1 -0.2
C 1.4374 -0.8420 -0.0604 0.8 0.2 4.7
C 1.6659 0.5775 -0.3268 -1.2 -0.4 -0.1
S 0.6572 1.8999 -0.0200 0.2 0.2 -0.5
S 3.1941 -0.1613 0.0452 -0.7 0.2 -0.1
H -1.7219 1.9330 -0.4112 0.6 -0.4 0.6
H -0.9698 0.3590 0.4328 -0.7 -0.1 -0.1
H 1.1719 -1.0959 1.0911 0.2 0.6 -2.7
H 1.2257 -1.6927 -0.6461 -0.1 -0.3 -1.4
```
Forces are in eV/Å.

For the energy, the calculation gives -24842.0712 eV. As for the orbital gap (spin up / spin down): 7.526 / 7.223 eV. The spin multiplicity is 1. For the energy above the lowest of the compared OMol25 structures with the same formula, charge and spin, the calculation gives 344.5 kJ/mol. Its LUMO energy (spin up / spin down) is -0.224 / -0.234 eV.

***

No. 10
DFT (ωB97M-V/def2-TZVPD) results for C3H4S2 in the gas phase.

Geometry as XYZ:
```
9
Properties=species:S:1:pos:R:3:forces:R:3
C -1.1654 0.1414 0.9513 1.0 0.8 1.1
C 1.0742 0.2460 -1.0311 -0.1 -2.2 -1.3
C 0.1276 -0.3664 -0.0797 -2.0 1.5 1.5
S -1.3702 -1.2518 -0.1918 -0.4 0.0 0.3
S 1.7827 -0.7986 0.4320 -0.6 1.1 -1.2
H -0.8647 -0.1770 2.0231 -0.6 0.4 -1.9
H 1.2334 -0.2449 -2.0986 -0.5 0.8 2.5
H 1.1302 1.3113 -1.0938 0.5 0.5 0.5
H -1.9477 1.1400 1.0887 2.6 -2.8 -1.4
```
Forces are in eV/Å.

For the energy, the calculation gives -24842.9879 eV. As for the SMILES: C1SC12CS2. As for the orbital gap: 9.503 eV. The spin multiplicity is 1. For the energy above the lowest of the compared OMol25 structures with the same formula, charge and spin, the calculation gives 256.0 kJ/mol. Its LUMO energy is 0.619 eV.

***

No. 11
DFT (ωB97M-V/def2-TZVPD) results for C3H4S3 in the gas phase.

Geometry as XYZ:
```
10
Properties=species:S:1:pos:R:3:forces:R:3
C -0.2666 -0.2538 0.3868 4.2 -2.4 1.3
C 0.0752 1.1470 -0.0676 -1.3 -0.6 -1.3
C 1.1289 -0.8018 -0.1915 0.5 0.8 1.8
H -2.3477 -0.0976 -0.3017 1.2 -2.6 -0.8
H -0.2512 -0.4807 1.5330 -0.2 0.7 -2.0
H -0.0470 1.7822 0.7401 0.0 1.8 1.3
H -0.6592 1.3691 -0.8755 1.1 0.4 0.2
S -1.3562 -1.2345 -0.5277 -3.9 2.4 0.0
S 1.8254 0.7677 -0.5095 -1.3 0.2 -0.3
S 1.8985 -2.1976 -0.1864 -0.3 -0.7 -0.2
```
Forces are in eV/Å.

For the energy, the calculation gives -35679.4255 eV. As for the SMILES: S=C1SC[C@H]1S. As for the orbital gap: 8.424 eV. The spin multiplicity is 1. For the energy above the lowest of the compared OMol25 structures with the same formula, charge and spin, the calculation gives 197.8 kJ/mol. Its LUMO energy is -0.314 eV.

***

No. 12
DFT (ωB97M-V/def2-TZVPD) results for C3H4Si in the gas phase.

Geometry as XYZ:
```
8
Properties=species:S:1:pos:R:3:forces:R:3
C 0.6379 0.0056 -0.6476 0.6 0.1 -0.1
C 0.2636 -0.2488 0.8350 0.7 -0.1 0.3
C -0.5991 0.6999 -0.0158 -0.5 0.0 0.0
Si 2.2604 -0.5427 0.3806 -4.4 2.0 -0.3
H 0.3715 -0.6764 -1.4602 0.1 0.1 0.0
H -0.2890 -1.1228 1.1887 0.3 0.0 0.0
H -1.4560 0.1181 -0.3835 0.1 -0.1 0.2
H -1.1893 1.7670 0.1028 3.1 -1.9 0.0
```
Forces are in eV/Å.

For the energy, the calculation gives -11048.1983 eV. As for the orbital gap: 8.115 eV. The spin multiplicity is 1. For the energy above the lowest of the compared OMol25 structures with the same formula, charge and spin, the calculation gives 151.7 kJ/mol. Its LUMO energy is -0.649 eV.